No. 1
{"formula": "C5H12NO", "method": "the ωB97M-V functional and the def2-TZVPD basis", "species": ["C", "C", "C", "O", "H", "H", "H", "H", "H", "H", "C", "C", "N", "H", "H", "H", "H", "H", "H"], "positions_angstrom": [[2.381, -0.108, 1.268], [1.212, 0.788, 1.010], [1.017, 1.467, -0.106], [-0.252, 1.991, -0.434], [2.050, -0.961, 1.857], [2.804, -0.528, 0.357], [3.173, 0.352, 1.858], [0.507, 0.948, 1.823], [1.740, 1.640, -0.896], [-0.211, 2.954, -0.349], [-0.759, -1.643, -0.667], [-2.807, -0.386, -0.839], [-1.562, -0.420, -0.599], [-0.244, -1.797, 0.277], [-0.002, -1.513, -1.438], [-1.399, -2.470, -0.954], [-3.329, -1.334, -0.888], [-3.258, 0.586, -0.981], [-1.060, 0.435, -0.298]], "atomic_forces_ev_per_a": [[0.158, -0.232, 0.197], [0.166, 0.255, 0.151], [-0.236, 0.016, -0.569], [0.540, 0.484, 0.687], [-0.087, -0.084, 0.100], [0.086, 0.267, -0.081], [-0.002, 0.168, -0.071], [-0.271, -0.365, -0.170], [0.088, -0.425, -0.011], [-0.292, -0.071, -0.172], [0.041, 0.027, 0.095], [0.460, 0.146, 0.109], [0.298, -0.431, 0.356], [-0.121, -0.117, 0.077], [-0.016, 0.160, -0.037], [0.006, -0.129, 0.199], [-0.219, 0.149, -0.532], [-0.382, -0.055, 0.405], [-0.219, 0.237, -0.732]], "total_charge": 1}



No. 2
{"formula": "C5H12NO", "method": "the ωB97M-V functional and the def2-TZVPD basis", "species": ["C", "C", "C", "N", "C", "C", "O", "H", "H", "H", "H", "H", "H", "H", "H", "H", "H", "H", "H"], "positions_angstrom": [[-2.187, -0.754, -1.267], [-1.402, -0.020, -0.201], [0.018, 0.157, -0.673], [0.923, 0.391, 0.462], [1.662, 1.695, 0.657], [1.348, -0.652, 1.154], [0.941, -1.868, 0.812], [-1.997, -0.329, -2.201], [-2.238, -1.857, -1.232], [-3.316, -0.487, -1.041], [-1.312, -0.505, 0.767], [-1.894, 1.033, 0.129], [0.669, -0.583, -1.278], [0.231, 1.027, -1.400], [1.208, 2.341, -0.085], [2.688, 1.457, 0.403], [1.460, 1.999, 1.658], [2.185, -0.454, 1.828], [1.013, -2.593, 1.509]], "atomic_forces_ev_per_a": [[-4.228, 0.062, 2.526], [-0.308, 1.451, 0.630], [3.041, 1.498, -2.250], [1.422, -1.630, 1.546], [-0.986, -1.599, -1.100], [-0.301, 0.910, -1.672], [-0.077, -0.002, 1.475], [0.403, 0.230, -1.686], [0.841, 0.593, -0.132], [1.999, -0.498, -0.656], [-0.451, -0.590, -0.063], [1.257, -2.206, -1.247], [-2.224, -0.092, 0.856], [-0.974, -0.781, 1.324], [0.248, 0.421, 0.230], [0.238, 0.610, 0.261], [0.283, 0.593, 0.626], [-0.467, -0.453, 0.377], [0.283, 1.484, -1.041]], "smiles": "CCC/[N+](C)=C\\O", "total_charge": 1}



No. 3
{"formula": "C5H12NO", "method": "the ωB97M-V functional and the def2-TZVPD basis", "species": ["C", "C", "C", "C", "N", "C", "H", "H", "H", "H", "H", "H", "H", "H", "H", "H", "H", "H", "O"], "positions_angstrom": [[-2.539, 1.319, -2.168], [-1.899, 1.720, -0.839], [-0.627, 0.971, -0.638], [-0.546, -0.112, 0.123], [0.667, -0.742, 0.498], [0.765, -1.974, 0.793], [-3.416, 1.917, -2.369], [-2.886, 0.293, -2.119], [-1.912, 1.309, -3.059], [-2.611, 1.449, -0.058], [-1.724, 2.786, -0.723], [0.202, 1.211, -1.294], [-1.462, -0.440, 0.597], [1.455, -0.198, 0.861], [-0.101, -2.597, 0.578], [1.618, -2.354, 1.344], [4.053, -1.311, 1.422], [3.605, -0.992, 2.841], [3.280, -1.031, 1.932]], "atomic_forces_ev_per_a": [[-0.231, -0.219, -0.415], [-0.166, -0.632, -0.005], [0.291, -0.378, -0.554], [-0.835, 1.121, -0.001], [0.590, -0.416, 0.867], [-0.913, -0.743, 0.139], [-0.144, 0.286, -0.098], [-0.133, -0.279, 0.299], [0.343, 0.514, 0.179], [0.078, 0.034, 0.138], [0.114, 0.141, -0.309], [0.330, 0.475, 0.284], [0.307, -0.462, 0.398], [0.013, 0.356, -0.484], [0.226, -0.085, -0.033], [0.128, 0.182, -0.340], [-0.112, 0.121, 0.052], [-0.120, 0.093, -0.044], [0.233, -0.108, -0.074]], "total_charge": 1}



No. 4
{"formula": "C5H12NO", "method": "the ωB97M-V functional and the def2-TZVPD basis", "species": ["C", "C", "C", "C", "N", "C", "O", "H", "H", "H", "H", "H", "H", "H", "H", "H", "H", "H", "H"], "positions_angstrom": [[-1.225, 1.994, -1.548], [0.107, 1.757, -1.308], [0.644, 0.394, -0.852], [0.233, -0.078, 0.518], [1.455, -0.837, 0.973], [-0.993, -1.037, 0.643], [-0.730, -2.014, 1.639], [-1.689, 2.771, -2.224], [-1.958, 1.407, -0.994], [0.896, 2.539, -1.523], [1.787, 0.555, -0.766], [0.572, -0.510, -1.543], [0.167, 0.863, 1.218], [1.109, -1.070, 2.000], [2.380, -0.283, 0.962], [1.431, -1.735, 0.439], [-1.743, -0.431, 1.027], [-1.172, -1.416, -0.360], [-1.272, -2.869, 1.700]], "atomic_forces_ev_per_a": [[1.383, 0.263, 0.236], [-1.449, 0.612, -1.365], [1.644, 0.476, -0.389], [0.778, 1.876, 1.317], [-0.835, -0.730, 3.231], [1.444, -0.284, -0.132], [0.137, -1.729, 0.385], [1.046, -0.432, 1.318], [-0.018, -0.536, -0.693], [-1.068, -1.191, -0.336], [-1.674, -0.122, -0.346], [-0.320, 1.472, 0.207], [-0.070, -1.941, -1.124], [1.611, -0.131, -2.205], [-1.897, -1.288, -0.112], [0.814, 0.757, 0.654], [-1.917, 1.053, 0.011], [-0.390, -0.365, 0.060], [0.781, 2.241, -0.718]], "smiles": "C=CC[C@H]([NH3+])CO", "total_charge": 1}



No. 5
{"formula": "C5H12NO", "method": "the ωB97M-V functional and the def2-TZVPD basis", "species": ["C", "C", "C", "C", "N", "C", "O", "H", "H", "H", "H", "H", "H", "H", "H", "H", "H", "H", "H"], "positions_angstrom": [[-2.377, -0.524, 0.056], [-1.126, 0.340, -0.126], [-0.800, 1.337, 1.018], [0.162, -0.410, -0.643], [0.647, -1.327, 0.469], [1.414, 0.539, -0.805], [2.506, 0.255, -0.344], [-3.185, 0.151, 0.456], [-2.250, -1.273, 0.845], [-2.705, -1.029, -0.896], [-1.384, 1.009, -0.910], [-0.380, 2.241, 0.485], [0.014, 0.892, 1.693], [-1.783, 1.564, 1.499], [-0.027, -1.015, -1.499], [1.642, -1.068, 0.708], [0.021, -1.115, 1.268], [0.678, -2.286, 0.155], [1.136, 1.488, -1.329]], "atomic_forces_ev_per_a": [[-0.402, 0.018, 0.263], [0.643, 0.043, -0.608], [0.703, -0.613, -0.435], [0.709, 1.082, 2.202], [0.059, 0.701, 0.220], [-0.163, -0.023, -0.189], [-1.960, 0.518, -0.647], [0.627, -0.714, -0.708], [-0.024, -0.184, -0.129], [0.309, 0.579, 1.032], [-0.165, 0.400, -1.182], [-0.392, -0.723, 1.174], [-1.398, 1.018, -0.311], [1.278, 0.064, 0.115], [-0.079, -0.252, -0.863], [-0.640, 0.010, -0.277], [0.549, -0.952, -0.229], [-0.419, -0.526, 0.419], [0.764, -0.447, 0.152]], "smiles": "CC(C)[C@H]([NH3+])C=O", "total_charge": 1}



No. 6
{"formula": "C5H12NO", "method": "the ωB97M-V functional and the def2-TZVPD basis", "species": ["C", "C", "C", "C", "C", "N", "O", "H", "H", "H", "H", "H", "H", "H", "H", "H", "H", "H", "H"], "positions_angstrom": [[-1.393, 1.207, 0.872], [-0.060, 0.974, 1.036], [0.089, -1.741, 1.562], [-0.100, 0.677, -2.106], [0.606, -0.097, 0.233], [0.054, -0.314, -1.121], [1.983, -0.276, 0.091], [-1.802, 1.968, 1.424], [-2.081, 0.696, 0.161], [0.486, 1.620, 1.651], [-0.600, -2.076, 0.744], [0.912, -2.480, 1.791], [-0.371, -1.272, 2.395], [-0.479, 1.617, -1.662], [0.815, 1.046, -2.474], [-0.695, 0.409, -2.909], [-0.682, -1.100, -1.088], [0.864, -0.961, -1.459], [2.456, 0.102, 0.860]], "atomic_forces_ev_per_a": [[2.114, -1.774, -1.244], [-2.302, -0.655, -2.803], [0.662, 0.535, -3.853], [-0.430, 4.268, 0.679], [0.097, -1.810, 4.230], [1.750, -6.663, 0.561], [-0.352, 1.445, 0.121], [-1.136, 1.656, 1.272], [0.782, 0.211, 0.665], [0.974, 0.527, 1.040], [0.233, -0.317, 1.411], [-0.760, 1.223, -0.551], [-0.382, 0.400, 0.464], [-0.464, -0.713, -0.028], [1.536, -0.269, -0.442], [-1.268, -0.907, -1.332], [0.520, 2.024, 0.051], [-1.286, 1.109, 0.268], [-0.289, -0.289, -0.510]], "total_charge": 1}



No. 7
{"formula": "C5H12NO", "method": "the ωB97M-V functional and the def2-TZVPD basis", "species": ["C", "O", "C", "C", "C", "C", "N", "H", "H", "H", "H", "H", "H", "H", "H", "H", "H", "H", "H"], "positions_angstrom": [[1.432, 0.859, 0.713], [1.219, -0.440, 1.401], [1.299, 0.658, -0.788], [-0.114, 0.820, -1.402], [-1.290, 0.124, -0.589], [-1.659, -1.809, 0.722], [-0.802, -1.058, 0.160], [2.429, 1.176, 1.000], [0.694, 1.611, 1.001], [1.286, -0.278, 2.331], [1.855, 1.394, -1.364], [1.627, -0.369, -0.964], [-0.181, 0.379, -2.388], [-0.485, 1.839, -1.289], [-2.042, -0.242, -1.278], [-1.658, 0.836, 0.148], [-1.239, -2.743, 1.116], [-2.746, -1.812, 0.756], [0.373, -0.942, 0.712]], "atomic_forces_ev_per_a": [[0.089, 0.578, -0.539], [0.862, 1.182, -1.638], [-0.950, -0.522, -0.434], [-1.718, -1.001, 2.167], [1.767, -0.120, -0.083], [1.259, -2.141, -0.126], [-0.718, 0.607, 0.558], [0.030, 0.076, -0.054], [0.033, -0.235, 0.641], [-0.312, -0.352, 1.139], [0.764, -0.265, 0.329], [0.465, 0.239, -0.514], [0.398, 0.599, -0.372], [0.638, 0.340, -1.029], [-0.353, 0.355, 0.098], [-0.415, -0.058, -0.105], [-0.087, 0.437, 0.575], [-0.020, 0.849, -0.595], [-1.734, -0.568, -0.018]], "total_charge": 1}



No. 8
{"formula": "C5H12NO", "method": "the ωB97M-V functional and the def2-TZVPD basis", "species": ["C", "C", "C", "C", "C", "O", "N", "H", "H", "H", "H", "H", "H", "H", "H", "H", "H", "H", "H"], "positions_angstrom": [[-4.523, -0.098, -0.996], [-1.490, -0.375, 0.951], [-1.867, -0.717, 2.185], [5.186, 0.350, -1.123], [3.968, -0.081, -1.190], [3.037, 0.867, -0.293], [-0.043, -0.112, 0.874], [-4.499, -0.505, -2.035], [-3.591, 0.430, -0.654], [-4.712, -0.860, -0.253], [-5.411, 0.688, -0.904], [-1.084, -0.991, 2.860], [-2.843, -0.994, 2.412], [5.289, 1.406, -0.779], [6.083, -0.179, -1.788], [3.400, -0.838, -1.626], [0.129, 0.531, 0.098], [2.695, 1.076, 0.560], [0.277, 0.402, 1.702]], "atomic_forces_ev_per_a": [[-1.425, 1.930, 0.178], [6.098, -0.623, 2.110], [-1.203, -0.449, -1.281], [3.308, -0.015, -2.892], [-1.662, 2.639, 4.311], [0.108, -0.651, -4.272], [-4.538, 2.528, -1.180], [0.287, 0.407, 1.013], [-0.508, -0.284, -0.727], [-0.194, -0.426, -0.076], [1.967, -1.634, -0.286], [0.491, -1.225, 0.069], [-1.940, 0.653, 1.041], [0.454, -1.361, 0.230], [-2.612, 1.520, 1.937], [-0.574, -1.074, -0.432], [1.174, -0.920, -1.022], [0.884, -1.047, 1.225], [-0.115, 0.030, 0.052]], "total_charge": 1}



Number 1: highest occupied orbital energy -13.28 eV, frontier orbital gap 0.3172 Ha. Number 2: highest occupied orbital energy -14.93 eV, frontier orbital gap 0.3938 Ha. Number 3: highest occupied orbital energy -14.15 eV, frontier orbital gap 0.3411 Ha. Number 4: highest occupied orbital energy -13.06 eV, frontier orbital gap 0.3497 Ha. Number 5: highest occupied orbital energy -15.27 eV, frontier orbital gap 0.4187 Ha. Number 6: highest occupied orbital energy -12.78 eV, frontier orbital gap 0.3333 Ha. Number 7: highest occupied orbital energy -15.57 eV, frontier orbital gap 0.4276 Ha. Number 8: highest occupied orbital energy -12.56 eV, frontier orbital gap 0.1261 Ha.